Entry 1:
Computed, not measured: C5H8O2 as an isolated structure at a distorted geometry, with ωB97M-V/def2-TZVPD.

Structure (XYZ):
```
15
Properties=species:S:1:pos:R:3:forces:R:3:mulliken_charge:R:1
C 0.211 1.687 0.664 -2.2673 0.9605 -0.6605 -0.324
C 0.730 1.568 -0.644 -0.2430 -3.1033 -4.2820 -0.493
C -0.230 -0.340 -0.053 -2.1555 -8.1530 0.8563 0.757
C -1.064 -1.703 -0.522 2.1164 -0.5979 -3.3355 -0.738
C -0.061 -1.724 0.552 4.0337 0.5237 4.8494 -0.559
H -0.304 2.648 0.615 -0.0099 0.0061 1.5005 0.266
H 0.887 1.399 1.364 2.3275 0.5914 2.5830 0.386
H 1.663 1.865 -0.959 2.5928 0.6243 0.2666 0.318
H 0.118 2.015 -1.436 -0.6584 -0.3842 0.2739 0.264
H -0.713 -2.418 -1.477 -0.9889 2.6431 2.1311 0.185
H -2.107 -1.770 -0.373 -0.8859 -0.3054 0.6964 0.304
H -0.363 -1.741 1.654 -0.2372 -0.1123 -1.6049 0.216
H 1.207 -2.140 0.723 -4.0639 0.7336 -1.6162 0.217
O 0.729 0.030 -0.803 4.1460 4.6025 -3.3755 -0.404
O -0.703 0.624 0.695 -3.7063 1.9708 1.7174 -0.395
```
Positions in Å, forces in eV/Å.

Results
Molar mass = 100.12 g/mol
Frontier orbital gap = 8.6 eV
Max |F| = 8.48 eV Å⁻¹
LUMO energy = 0.931 eV

***

Entry 2:
Computed, not measured: a 2-piece molecular cluster, C4H12PS overall at a distorted geometry, with ωB97M-V/def2-TZVPD.

Structure (XYZ):
```
18
Properties=species:S:1:pos:R:3:forces:R:3:mulliken_charge:R:1
C -0.348 1.770 0.488 1.0232 -1.0357 0.2540 -1.201
C -1.691 -0.869 0.158 2.4285 -1.5506 -0.4553 -1.077
C 0.896 -0.738 1.473 -0.5043 4.2008 0.7391 -1.267
C 0.854 -0.369 -1.286 -0.6720 3.2830 0.7736 -0.536
P -0.102 0.031 0.137 -0.8703 -1.9698 0.6385 0.870
S 2.020 0.787 -1.651 -0.3356 1.6574 1.8843 -0.103
H 0.603 2.083 0.856 0.9333 0.8839 -0.3146 0.453
H -0.951 1.916 1.350 -1.0410 -0.3370 0.7070 0.396
H -0.740 2.319 -0.330 -0.0838 0.5237 -0.8262 0.353
H -1.325 -1.849 -0.219 -0.3625 0.2535 -0.1701 0.363
H -2.465 -0.562 -0.519 -0.4543 0.4829 0.2557 0.403
H -1.866 -1.148 1.188 -0.8636 0.6154 0.2668 0.380
H 1.668 0.061 1.755 -0.5254 -1.6047 -0.5203 0.331
H 1.197 -1.721 1.391 1.2341 -1.8681 -1.1099 0.444
H 0.272 -0.801 2.329 -0.8448 0.3228 1.0771 0.431
H 0.821 -1.265 -1.758 -0.2808 -2.6419 -1.1798 0.528
H -1.370 0.049 -2.662 0.2592 -0.0151 0.1094 0.060
H 2.528 0.305 -2.700 0.9602 -1.2005 -2.1293 0.171
```
Positions in Å, forces in eV/Å.

Results
Molar mass = 123.18 g/mol
Net charge = +1
Frontier orbital gap (alpha / beta) = 9.5 / 7.8 eV
Max |F| = 4.29 eV Å⁻¹
LUMO energy (alpha / beta) = -4.844 / -4.397 eV

***

Entry 3:
Computed, not measured: a 16-piece molecular cluster, H32O16 overall at a distorted geometry, with ωB97M-V/def2-TZVPD.

Structure (XYZ):
```
48
Properties=species:S:1:pos:R:3:forces:R:3:mulliken_charge:R:1
O 0.449 4.572 -1.091 -0.7832 0.2271 -1.0497 -0.691
H 0.345 5.031 -0.259 0.5729 -0.2494 0.2278 0.273
H 1.219 4.000 -1.106 0.2310 0.0762 0.7239 0.364
O 3.242 4.477 0.210 -0.2441 0.2922 -0.3150 -0.799
H 3.758 3.758 -0.177 0.1155 -0.1247 0.2200 0.332
H 3.468 4.539 1.140 0.1773 -0.2908 0.0320 0.370
O 2.960 -2.381 -1.136 0.1525 0.5293 -0.2091 -0.661
H 2.610 -1.540 -0.792 -0.5244 -0.3038 0.3794 0.288
H 3.584 -1.993 -1.769 0.1784 -0.4405 -0.1327 0.405
O -0.051 -4.435 -0.974 0.1661 -0.3778 -0.4149 -0.681
H -0.190 -5.184 -1.566 -0.2070 -0.0114 0.1137 0.299
H 0.907 -4.317 -1.046 -0.0284 0.5226 0.2080 0.329
O -2.729 -2.916 -2.211 0.1101 -0.4738 -0.3915 -0.596
H -1.911 -3.266 -1.840 0.3117 0.2130 0.5251 0.345
H -2.691 -3.308 -3.093 -0.3070 0.2299 -0.0324 0.263
O -2.756 1.329 -0.169 0.0441 2.1224 0.9847 -0.614
H -2.881 1.019 -1.052 0.0340 -1.1749 -0.3001 0.329
H -2.689 0.697 0.543 -0.1948 -0.8880 -0.7232 0.306
O -6.058 0.549 -0.297 0.0021 0.1824 0.1277 -0.663
H -5.167 0.626 0.076 -0.0501 -0.0886 -0.1978 0.363
H -6.274 -0.383 -0.215 0.1637 -0.0757 0.0210 0.306
O -0.685 -2.909 5.280 -0.6161 -0.1998 0.2274 -0.672
H -0.194 -2.142 5.574 0.3691 -0.0680 -0.1251 0.301
H -0.123 -3.430 4.696 0.2687 0.3275 -0.1428 0.349
O 1.485 -0.031 0.197 0.4195 -0.3733 0.5543 -1.108
H 0.743 0.359 -0.263 -0.6248 0.1811 -0.4596 0.314
H 2.240 0.453 -0.180 0.2735 0.2133 0.0313 0.314
O 2.864 -0.706 3.313 -0.2342 0.0645 -0.0139 -0.596
H 2.300 -0.273 3.963 0.1002 0.0146 0.0806 0.326
H 2.369 -0.587 2.490 0.2286 0.1662 -0.2283 0.268
O 0.557 1.278 -2.792 -0.0777 0.0701 -0.1926 -0.614
H 0.311 2.076 -3.287 -0.1853 0.1997 0.3623 0.324
H 1.152 0.831 -3.398 0.2423 -0.3082 0.1039 0.315
O 0.018 3.904 -3.867 0.8413 0.7617 -0.2881 -0.756
H 0.816 4.018 -4.402 -0.2303 -0.3885 -0.3220 0.343
H 0.207 4.600 -3.212 -0.6225 -0.4101 0.5698 0.340
O 0.675 -2.808 2.648 -0.5169 -0.7530 0.4622 -0.573
H 0.220 -2.002 2.887 -0.1317 0.3220 -0.1541 0.276
H 1.428 -2.554 2.126 0.4740 0.2327 -0.3397 0.304
O -2.140 -0.095 2.379 0.5760 0.9201 0.9488 -0.673
H -2.443 0.070 3.283 -0.3805 -0.4277 -0.1010 0.274
H -1.490 0.623 2.312 0.1299 -0.3076 -0.5678 0.288
O 5.018 1.597 -1.956 0.0715 0.2976 -0.1037 -0.945
H 4.220 1.168 -1.599 -0.1142 -0.0645 0.0477 0.210
H 5.659 0.878 -2.009 0.0293 -0.1059 0.0565 0.517
O -3.548 -1.429 0.525 -0.2416 -0.0386 0.2176 -0.625
H -2.997 -1.300 1.312 -0.1233 -0.2028 -0.2961 0.342
H -3.630 -2.375 0.384 0.1548 -0.0190 -0.1249 0.289
```
Positions in Å, forces in eV/Å.

Results
Spin multiplicity = 2
Molar mass = 288.24 g/mol
Net charge = -1
Frontier orbital gap (alpha / beta) = 2.6 / 10.3 eV
Max |F| = 2.34 eV Å⁻¹
LUMO energy (alpha / beta) = 2.165 / 1.998 eV

***

The calculation returns the following energy above the lowest of the compared OMol25 structures with the same formula, charge and spin values, one per record and in order: 524.8 529.8 0.0 kJ/mol.
The calculation returns the following DFT total energy values, one per record and in order: -345.605077 -898.735074 -1223.006130 Ha.